Density functional theory data (the ωB97M-V functional and the def2-TZVPD basis) for a structure of composition C23H36GeN5Pb.

Each line ends with the Löwdin charge.
Element x y z (Å)
C1 -3.6240 0.7578 0.7753  -0.271
N1 0.1772 2.1472 0.0188  -0.342
Pb1 -0.7315 0.2390 1.2448  1.462
C2 -4.7766 1.3191 1.3139  -0.023
C3 5.0658 -1.7153 -0.7279  -0.210
H1 -1.4962 6.0005 -1.8774  0.108
C4 -1.6979 5.0659 -1.3750  -0.076
C5 2.6128 -0.6979 0.9586  -0.290
H2 -6.8074 -1.3881 1.2971  0.110
C6 4.4594 1.4256 -0.7412  -0.218
H3 -4.7712 -2.4241 0.3862  0.110
C7 0.7992 1.5859 -1.1992  -0.061
H4 0.3660 4.5295 -1.1857  0.115
H5 0.7094 3.2079 1.7551  0.105
N2 -2.3916 -1.1748 -0.0769  -0.321
H6 3.8614 1.3291 -1.6463  0.014
N3 1.4404 -3.7397 -0.1971  -0.241
H7 2.2544 -0.2854 1.9136  0.035
C8 -2.2574 -0.8737 -1.5138  -0.054
H8 -4.7679 2.3549 1.6214  0.118
H9 5.4884 1.6159 -1.0466  0.028
H10 0.0329 1.1028 -1.8040  0.092
H11 -2.9160 -3.1990 -0.4731  0.099
C9 -0.9160 3.0537 -0.3174  -0.223
H12 2.7583 -5.2637 0.3580  0.092
H13 1.2682 2.3710 -1.7978  0.102
H14 -0.1977 -5.0614 -0.3873  0.087
C10 -3.2699 3.4712 -0.4734  -0.010
C11 -2.2366 -2.6138 0.1536  -0.092
C12 -2.2301 2.6466 -0.0272  -0.238
H15 4.1158 2.2948 -0.1815  0.009
C13 1.1931 2.7758 0.8801  -0.081
H16 -3.0692 -1.3421 -2.0779  0.108
H17 4.4565 -1.8411 -1.6226  0.025
H18 1.2012 -5.4252 -1.4101  0.089
C14 2.2853 -4.3846 0.7952  -0.038
N4 -2.4028 1.4332 0.6165  -0.161
C15 1.2805 -2.4158 -0.2878  -0.132
H19 6.5231 0.2610 1.7002  0.026
C16 5.4835 0.0645 1.9577  -0.215
Ge1 4.4344 -0.2106 0.3354  0.816
H20 6.0956 -1.5448 -1.0403  0.027
C17 -4.7688 -1.3738 0.6398  -0.018
H21 -6.8057 1.0075 1.9064  0.112
H22 5.0361 -2.6438 -0.1592  0.014
C18 0.6011 -4.6169 -0.9905  -0.076
H23 -4.2957 3.1782 -0.3158  0.099
H24 -2.4388 -2.8426 1.1994  0.104
H25 -1.2112 -2.8858 -0.0884  0.038
H26 3.0630 -3.6978 1.1207  0.072
H27 -1.3041 -1.2683 -1.8689  0.083
C19 -2.9997 4.6575 -1.1320  -0.069
C20 -5.9186 0.5524 1.4883  -0.064
H28 0.1644 -4.0425 -1.8041  0.084
H29 1.7029 -4.6998 1.6658  0.096
H30 1.7268 3.5680 0.3504  0.095
H31 1.5603 0.8584 -0.9145  0.057
H32 5.1121 0.9174 2.5252  0.021
N5 1.9315 -1.6452 0.4868  -0.082
H33 5.4510 -0.8142 2.6002  0.023
H34 -2.2984 0.2032 -1.6682  0.084
H35 -3.8276 5.2723 -1.4593  0.112
C21 -3.6259 -0.6141 0.4545  -0.227
C22 -5.9190 -0.7901 1.1523  -0.068
H36 1.9190 2.0241 1.1926  0.060
C23 -0.6574 4.2444 -0.9751  -0.028

Calculated values
Charge ... +1
Frontier orbital gap ... 6.93 eV
HOMO energy ... -10.181 eV